Record 1
ORCA calculation (ωB97M-V/def2-TZVPD) on an isolated molecule of C4H6O2.

Cartesian coordinates (Å):
C1 0.7080 -1.1544 -0.6587
C2 0.3533 0.0265 0.1929
C3 -0.0063 -0.0767 1.6417
O1 1.2320 0.4753 1.2197
C4 -0.4919 1.1117 -0.0964
O2 -1.5404 1.0736 -0.9263
H1 1.5996 -0.9451 -1.2571
H2 0.8954 -2.0077 -0.0048
H3 -0.1047 -1.4195 -1.3451
H4 -0.6649 0.6609 2.1333
H5 -1.6973 0.1625 -1.2088
H6 -0.2828 2.0930 0.3094

Results
E	-8335.649	eV
gap between HOMO and LUMO (alpha / beta)	0.301 / 0.301	hartree
F_max	0.38	eV Å⁻¹
relative energy (zero: lowest compared OMol25 entry of this formula, charge and spin)	111.0	kcal per mole


Record 2
ORCA calculation (ωB97M-V/def2-TZVPD) on an isolated molecule of C20H33N5O4.

Cartesian coordinates (Å):
C1 0.7936 4.3101 -4.9442
C2 1.0251 3.9642 -3.4907
O1 0.9729 2.5551 -3.3549
C3 1.5548 2.0452 -2.1703
C4 0.7036 2.3695 -0.9421
C5 1.2281 1.6414 0.2927
N1 1.3143 0.2118 0.0327
C6 0.2660 -0.6396 0.2437
O2 0.1848 -1.7293 -0.2859
C7 -0.8187 -0.1450 1.1969
O3 -1.7797 -1.1495 1.3207
C8 -2.8486 -0.8105 2.1859
C9 -3.8186 0.2179 1.5578
C10 -4.5947 -0.9677 0.9351
N2 -4.1402 -1.2996 -0.4035
C11 -4.3350 -0.4204 -1.4169
O4 -5.0473 0.5647 -1.2974
C12 -3.5574 -0.6861 -2.6882
C13 -2.1509 -0.0614 -2.5717
C14 -1.5709 0.2521 -3.9072
N3 -0.7819 -0.5196 -4.6319
C15 -0.5845 0.2211 -5.7507
N4 -1.1977 1.3838 -5.7624
N5 -1.8364 1.3874 -4.5732
C16 -2.5787 2.5462 -4.1295
C17 -3.9334 -1.8797 1.9909
C18 2.2215 -0.0985 -1.0659
C19 1.7368 0.5428 -2.3648
C20 2.6817 0.2345 -3.5157
H1 0.7690 5.3925 -5.0770
H2 1.5912 3.8993 -5.5630
H3 -0.1470 3.8874 -5.2963
H4 2.0055 4.3300 -3.1571
H5 0.2664 4.4406 -2.8558
H6 2.5517 2.5012 -2.0358
H7 0.6880 3.4467 -0.7604
H8 -0.3255 2.0527 -1.1455
H9 2.2344 1.9943 0.5367
H10 0.6104 1.8395 1.1654
H11 -0.3743 0.1008 2.1719
H12 -1.2587 0.7778 0.7955
H13 -2.4748 -0.6175 3.1968
H14 -4.4099 0.7260 2.3194
H15 -3.4201 0.9561 0.8639
H16 -5.6794 -0.8908 0.9389
H17 -3.3672 -1.9434 -0.4815
H18 -3.4709 -1.7513 -2.9047
H19 -4.1139 -0.2164 -3.4982
H20 -2.2189 0.8608 -1.9870
H21 -1.4751 -0.7398 -2.0490
H22 0.0229 -0.1065 -6.5785
H23 -3.4396 2.2367 -3.5388
H24 -1.9411 3.1991 -3.5304
H25 -2.9195 3.0832 -5.0099
H26 -3.5800 -2.8594 1.6697
H27 -4.5637 -1.9858 2.8719
H28 3.2152 0.2778 -0.8004
H29 2.2791 -1.1780 -1.1748
H30 0.7571 0.1152 -2.5965
H31 3.6840 0.6231 -3.3112
H32 2.7581 -0.8427 -3.6694
H33 2.3204 0.6855 -4.4382

Results
E	-36916.412	eV
gap between HOMO and LUMO	0.364	hartree
F_max	0.10	eV Å⁻¹
relative energy (zero: lowest compared OMol25 entry of this formula, charge and spin)	2.9	kcal per mole


Record 3
ORCA calculation (ωB97M-V/def2-TZVPD) on an isolated molecule of C5H8N2 at a distorted geometry.

Cartesian coordinates (Å):
C1 -2.4102 -0.1591 -0.0244
C2 -0.9483 0.1271 -0.0522
C3 -0.3397 1.3223 -0.2696
N1 1.0624 1.1244 -0.3105
C4 1.2698 -0.2302 -0.0074
N2 2.6158 -0.6351 -0.1836
C5 0.0850 -0.8560 0.1755
H1 -2.6532 -1.0673 -0.5832
H2 -2.7576 -0.3036 1.0029
H3 -2.9730 0.6675 -0.4594
H4 -0.7574 2.3075 -0.4500
H5 1.6321 1.4444 0.4723
H6 3.3268 -0.2305 0.4854
H7 2.8880 -1.5994 -0.1590
H8 -0.0404 -1.9121 0.3630

Results
E	-8293.921	eV
gap between HOMO and LUMO	0.318	hartree
F_max	2.30	eV Å⁻¹
relative energy (zero: lowest compared OMol25 entry of this formula, charge and spin)	24.8	kcal per mole